{
  "formula": "C2H4LiO4Tb",
  "method": "wB97M-V/def2-TZVPD",
  "symbols": ["O", "C", "H", "H", "Tb", "Li", "O", "C", "O", "O", "H", "H"],
  "positions_angstrom": [[2.611, -1.000, -0.625], [2.754, -1.887, 0.155], [3.684, -2.514, 0.124], [1.971, -2.070, 0.937], [-0.200, 4.069, -0.695], [-0.961, 1.115, -3.179], [-0.719, 1.845, -1.323], [-1.897, -0.197, 1.311], [-1.045, 0.161, 0.509], [-1.696, 1.178, -0.559], [-1.560, -0.840, 2.136], [-2.942, 0.138, 1.210]],
  "homo_lumo_gap_ev": [8.4914, 5.4717],
  "charge": 5,
  "max_force_ev_per_a": 2.611,
  "multiplicity": 8
}


{
  "formula": "C31H38IrNPSi",
  "method": "wB97M-V/def2-TZVPD",
  "symbols": ["C", "C", "C", "C", "C", "C", "C", "C", "N", "Ir", "C", "P", "H", "H", "H", "H", "H", "H", "H", "H", "C", "C", "H", "C", "C", "H", "H", "H", "H", "H", "H", "H", "H", "H", "H", "H", "H", "H", "H", "C", "C", "C", "C", "C", "C", "Si", "C", "C", "C", "C", "C", "C", "C", "C", "C", "C", "C", "C", "H", "H", "H", "H", "H", "H", "H", "H", "H", "H", "H", "H", "H", "H", "H"],
  "positions_angstrom": [[2.390, -0.396, -4.306], [2.822, -1.099, -3.191], [2.356, -0.784, -1.905], [1.397, 0.227, -1.779], [0.993, 0.972, -2.889], [1.455, 0.624, -4.159], [2.866, -1.573, -0.737], [2.977, -0.803, 0.590], [4.021, 0.133, 0.718], [0.515, 0.760, 0.048], [0.087, 2.155, -2.703], [0.318, 2.741, -0.964], [3.549, -1.907, -3.308], [1.092, 1.175, -5.027], [2.781, -0.638, -5.296], [-0.976, 1.916, -2.865], [0.347, 2.988, -3.369], [2.178, -2.415, -0.541], [3.845, -2.017, -0.962], [1.972, -0.289, 0.776], [-0.935, 3.958, -0.584], [1.884, 3.645, -1.069], [3.085, -1.528, 1.416], [4.515, 0.976, -0.329], [4.476, 0.461, 2.039], [-0.629, 1.736, 0.684], [5.576, 1.192, -0.128], [4.408, 0.516, -1.318], [3.999, 1.953, -0.333], [5.520, 0.807, 1.979], [3.879, 1.270, 2.501], [4.401, -0.429, 2.686], [1.721, 4.553, -1.666], [2.195, 3.920, -0.057], [2.675, 3.049, -1.540], [-0.998, 4.684, -1.402], [-1.906, 3.481, -0.428], [-0.629, 4.453, 0.344], [1.207, 1.131, 1.482], [-3.147, -4.227, -1.584], [-2.820, -3.074, -2.310], [-2.062, -2.056, -1.715], [-1.698, -2.143, -0.359], [-1.954, -3.335, 0.331], [-2.687, -4.370, -0.269], [-1.268, -0.555, 0.566], [-2.969, 0.289, 0.564], [-3.240, 1.316, -0.344], [-4.430, 2.049, -0.242], [-5.406, 1.661, 0.684], [-5.189, 0.538, 1.496], [-3.971, -0.150, 1.432], [-0.812, -1.037, 2.327], [-1.343, -0.321, 3.404], [-0.979, -0.649, 4.718], [-0.066, -1.682, 4.953], [0.484, -2.387, 3.880], [0.113, -2.063, 2.565], [-3.755, -5.014, -2.039], [-3.170, -2.969, -3.344], [-1.791, -1.168, -2.290], [-1.615, -3.445, 1.361], [-2.910, -5.279, 0.298], [-2.510, 1.553, -1.126], [-4.603, 2.912, -0.887], [-6.340, 2.215, 0.757], [-5.964, 0.193, 2.182], [-3.807, -1.032, 2.059], [-2.042, 0.499, 3.220], [-1.419, -0.097, 5.552], [0.209, -1.945, 5.982], [1.195, -3.202, 4.045], [0.537, -2.620, 1.728]],
  "homo_lumo_gap_ev": [8.3693, 3.5791],
  "charge": 2,
  "max_force_ev_per_a": 4.214,
  "multiplicity": 6
}


{
  "formula": "C8H12O6",
  "method": "wB97M-V/def2-TZVPD",
  "symbols": ["C", "C", "C", "O", "C", "O", "O", "H", "H", "H", "H", "H", "H", "C", "C", "C", "O", "C", "O", "O", "H", "H", "H", "H", "H", "H"],
  "positions_angstrom": [[0.194, -4.584, -1.216], [0.427, -3.097, -1.356], [-0.635, -2.292, -2.040], [-1.162, -1.488, -1.013], [-0.594, -1.665, 0.063], [-0.929, -1.221, 1.196], [0.332, -2.673, -0.029], [0.035, -5.120, -2.255], [-0.641, -4.739, -0.405], [1.100, -5.153, -0.703], [1.325, -2.935, -1.919], [-1.376, -2.896, -2.525], [-0.427, -1.779, -3.093], [-0.712, 3.727, -0.072], [-0.351, 3.302, 1.334], [0.436, 1.961, 1.375], [1.605, 2.057, 2.080], [1.672, 3.377, 2.493], [2.437, 3.844, 3.282], [0.578, 4.064, 2.158], [0.175, 4.045, -0.673], [-1.335, 4.572, -0.417], [-1.269, 2.881, -0.616], [-1.394, 3.239, 1.998], [0.710, 1.321, 0.407], [-0.190, 1.255, 1.947]],
  "homo_lumo_gap_ev": 10.8268,
  "relative_energy_kj_mol": 332.2,
  "charge": 0,
  "max_force_ev_per_a": 9.362
}


{
  "formula": "C4H7N2",
  "method": "wB97M-V/def2-TZVPD",
  "symbols": ["C", "C", "C", "C", "N", "N", "H", "H", "H", "H", "H", "H", "H"],
  "positions_angstrom": [[0.858, 0.263, -0.028], [0.895, -0.122, -1.386], [-1.630, -0.092, 0.217], [-0.364, -0.473, 0.914], [-0.286, -1.071, 1.947], [-1.568, 1.051, -0.261], [1.749, 0.142, 0.570], [0.132, 1.127, 0.144], [1.881, -0.622, -1.597], [-2.481, -0.673, 0.401], [0.314, -1.490, 2.558], [0.311, 0.084, -2.281], [-2.300, 1.658, -0.544]],
  "homo_lumo_gap_ev": [8.4092, 8.4086],
  "relative_energy_kj_mol": 550.3,
  "charge": 1,
  "max_force_ev_per_a": 3.517
}